[1]
{
  "formula": "C5H10AgF12N4O12S4",
  "method": "wB97M-V/def2-TZVPD",
  "e_tot_ha": -4256.4897,
  "homo_energy_ha": [-0.3918, -0.3872],
  "spin_multiplicity": 2,
  "total_charge": 0,
  "elements": ["Ag", "C", "F", "F", "F", "S", "O", "O", "N", "S", "O", "O", "C", "F", "F", "F", "C", "F", "F", "F", "S", "O", "O", "N", "S", "O", "O", "C", "F", "F", "F", "O", "H", "H", "O", "H", "H", "O", "H", "H", "C", "O", "N", "N", "H", "H", "H", "H"],
  "xyz": [[4.806, 5.010, 30.783], [8.484, 6.504, 31.961], [7.689, 7.559, 31.873], [8.939, 6.210, 30.729], [9.504, 6.763, 32.747], [7.529, 5.056, 32.666], [8.470, 4.252, 33.341], [6.445, 5.673, 33.392], [6.808, 4.334, 31.349], [7.537, 3.019, 30.746], [6.830, 2.665, 29.556], [8.959, 3.074, 30.727], [7.107, 1.638, 31.889], [7.501, 0.512, 31.311], [7.638, 1.735, 33.087], [5.755, 1.607, 32.024], [4.145, 7.107, 26.975], [5.318, 7.015, 26.352], [4.231, 8.077, 27.882], [3.209, 7.381, 26.089], [3.791, 5.441, 27.767], [2.741, 4.862, 26.987], [5.027, 4.721, 27.738], [3.363, 5.826, 29.336], [1.743, 6.018, 29.300], [1.382, 7.053, 28.384], [1.040, 4.776, 29.303], [1.401, 6.768, 30.950], [2.040, 7.946, 31.064], [0.109, 6.976, 31.067], [1.821, 5.978, 31.948], [4.541, 6.919, 32.114], [5.061, 6.998, 32.923], [4.032, 7.731, 32.014], [6.343, 6.655, 29.414], [7.266, 6.413, 29.571], [6.369, 7.279, 28.681], [3.727, 4.032, 32.546], [3.996, 4.091, 33.470], [2.989, 3.413, 32.514], [3.707, 2.029, 29.389], [3.937, 3.171, 29.815], [3.501, 0.961, 30.250], [3.474, 1.816, 28.067], [3.452, 0.051, 29.828], [3.857, 1.083, 31.177], [3.301, 0.880, 27.755], [3.431, 2.606, 27.446]]
}

[2]
{
  "formula": "C5H10Br2N",
  "method": "wB97M-V/def2-TZVPD",
  "e_tot_ha": -5398.9820,
  "homo_energy_ha": -0.5519,
  "total_charge": 1,
  "elements": ["C", "C", "C", "C", "C", "N", "Br", "Br", "H", "H", "H", "H", "H", "H", "H", "H", "H", "H"],
  "xyz": [[-2.253, 0.037, -0.102], [-0.233, -2.014, -1.109], [0.174, 1.589, 1.443], [-0.321, -1.207, 0.205], [-0.254, 1.203, 0.035], [-0.989, 0.004, 0.107], [-3.318, 1.587, -0.334], [-3.318, -1.509, 0.224], [-0.302, -3.190, -0.958], [-0.962, -1.902, -1.892], [0.781, -1.845, -1.499], [-0.633, 2.197, 1.929], [0.619, 0.788, 2.060], [0.912, 2.396, 1.199], [0.650, -0.965, 0.531], [-0.757, -1.961, 0.825], [0.585, 1.094, -0.651], [-0.917, 1.966, -0.228]]
}

[3]
{
  "formula": "C5H10BrCoO3",
  "method": "wB97M-V/def2-TZVPD",
  "e_tot_ha": -4378.4780,
  "homo_energy_ha": [-0.4834, -0.4831],
  "spin_multiplicity": 4,
  "total_charge": 1,
  "elements": ["Co", "Br", "O", "C", "O", "C", "C", "C", "H", "H", "H", "H", "H", "H", "C", "O", "H", "H", "H", "H"],
  "xyz": [[-19.465, 13.982, 21.090], [-20.930, 13.100, 21.906], [-24.458, 13.356, 17.306], [-24.078, 13.714, 18.424], [-22.747, 13.789, 18.746], [-22.528, 14.020, 20.113], [-23.896, 14.336, 20.717], [-24.972, 14.082, 19.608], [-21.801, 14.812, 20.292], [-22.155, 13.048, 20.435], [-23.852, 15.406, 20.923], [-23.915, 13.785, 21.657], [-25.374, 15.036, 19.267], [-25.774, 13.353, 19.722], [-22.698, 10.587, 23.374], [-23.022, 11.917, 23.001], [-22.250, 10.046, 22.541], [-22.007, 10.616, 24.217], [-23.559, 9.999, 23.691], [-22.277, 12.312, 22.543]]
}

[4]
{
  "formula": "C5H10BrN3O2",
  "method": "wB97M-V/def2-TZVPD",
  "e_tot_ha": -3084.5996,
  "homo_energy_ha": -0.6780,
  "total_charge": 2,
  "elements": ["C", "C", "C", "C", "C", "N", "N", "N", "O", "O", "Br", "H", "H", "H", "H", "H", "H", "H", "H", "H", "H"],
  "xyz": [[1.106, 1.070, -0.072], [-0.482, 1.369, -0.169], [2.515, -0.992, -0.126], [-3.189, -0.642, 0.796], [-2.640, 0.121, -0.428], [2.739, -2.260, -0.346], [1.836, 2.096, 0.146], [1.352, -0.281, -0.093], [-0.749, 2.509, 0.053], [-1.130, 0.273, -0.320], [4.187, -0.197, 0.178], [-2.577, -1.607, 0.991], [-2.964, -0.022, 1.754], [-4.282, -0.666, 0.485], [-2.909, 1.157, -0.687], [-2.915, -0.380, -1.308], [1.991, -2.898, -0.571], [3.683, -2.623, -0.413], [1.208, 2.894, 0.072], [2.812, 1.909, 0.392], [0.407, -0.830, -0.334]]
}